15
Properties=species:S:1:pos:R:3 method="wB97M-V/def2-TZVPD" spin_multiplicity=1 e_homo_ev=-8.32 de_lowest_ev=0.619 homo_lumo_gap_ev=9.02 e_lumo_ev=0.70 smiles="CNC(=S)NSC" charge=0 energy_ha=-1024.97820
C -0.444 2.045 -0.104
N -1.160 0.867 0.288
C -1.172 -0.329 -0.372
S -2.429 -1.387 -0.226
N -0.104 -0.562 -1.183
S 1.524 -0.355 -0.640
C 1.644 -1.591 0.732
H 0.441 2.078 0.543
H -1.017 2.966 0.104
H -0.121 2.067 -1.162
H -1.986 1.002 0.888
H -0.094 -1.433 -1.680
H 2.677 -1.521 1.047
H 0.881 -1.262 1.441
H 1.359 -2.583 0.322


106
Properties=species:S:1:pos:R:3 method="wB97M-V/def2-TZVPD" spin_multiplicity=1 e_homo_ev=-8.32 homo_lumo_gap_ev=4.05 e_lumo_ev=-4.27 charge=+1 energy_ha=-2302.59926
C 5.888 2.530 0.299
O 5.310 1.280 0.750
C 4.095 0.945 0.223
C 3.236 1.908 -0.341
C 1.926 1.552 -0.613
C 1.472 0.232 -0.400
C 0.098 -0.057 -0.702
N -0.268 -1.158 -1.455
C 0.583 -2.138 -2.077
C 0.420 -3.492 -1.752
C -0.665 -4.001 -0.814
C -0.082 -4.599 0.464
C -1.572 -5.007 -1.522
C 1.304 -4.430 -2.294
C 2.330 -4.038 -3.148
C 2.433 -2.704 -3.540
C 1.549 -1.748 -3.031
C 1.570 -0.341 -3.613
C 0.837 -0.305 -4.953
C 2.974 0.263 -3.658
N -1.616 -1.234 -1.557
N -2.082 -0.089 -0.992
C -3.515 0.131 -1.045
C -4.340 -0.551 -0.136
C -3.714 -1.458 0.910
C -4.574 -2.674 1.251
C -3.356 -0.646 2.145
C -5.719 -0.373 -0.206
C -6.280 0.402 -1.217
C -5.458 0.991 -2.172
C -4.076 0.831 -2.125
C -3.246 1.366 -3.294
C -3.291 2.889 -3.314
C -3.698 0.766 -4.629
C -1.048 0.649 -0.363
C -1.169 1.755 0.471
C 2.380 -0.749 0.089
C 3.681 -0.401 0.373
H 6.910 2.498 0.671
H 5.877 2.595 -0.804
H 5.349 3.389 0.730
H 3.576 2.936 -0.486
H 1.226 2.290 -1.010
H -1.277 -3.136 -0.552
H 0.575 -3.881 0.969
H -0.887 -4.873 1.156
H 0.506 -5.499 0.237
H -2.006 -4.554 -2.420
H -1.003 -5.896 -1.820
H -2.390 -5.316 -0.861
H 1.179 -5.487 -2.033
H 3.037 -4.780 -3.524
H 3.201 -2.407 -4.264
H 0.998 0.280 -2.920
H -0.182 -0.688 -4.817
H 0.770 0.718 -5.339
H 1.333 -0.936 -5.703
H 3.465 0.145 -2.685
H 3.609 -0.202 -4.423
H 2.910 1.339 -3.864
H -2.788 -1.845 0.463
H -4.837 -3.226 0.341
H -4.013 -3.349 1.906
H -5.499 -2.388 1.762
H -2.710 0.198 1.874
H -4.270 -0.245 2.602
H -2.834 -1.267 2.881
H -6.361 -0.875 0.520
H -7.365 0.515 -1.288
H -5.888 1.549 -3.005
H -2.211 1.052 -3.120
H -2.948 3.276 -2.349
H -2.643 3.291 -4.099
H -4.314 3.246 -3.485
H -3.659 -0.328 -4.591
H -4.726 1.057 -4.880
H -3.041 1.101 -5.440
H -2.158 2.155 0.666
H -0.265 2.175 0.887
H 2.034 -1.765 0.261
H 4.398 -1.116 0.769
C 2.019 5.272 2.304
N 1.683 4.197 3.229
C 1.609 4.575 4.643
C 1.602 2.961 2.779
C 1.705 1.845 3.700
C 0.758 1.649 4.724
C 0.878 0.596 5.608
C 1.991 -0.237 5.509
C 2.084 -1.414 6.432
F 2.851 -2.419 5.912
F 2.638 -1.062 7.634
F 0.855 -1.950 6.706
C 3.025 0.018 4.606
C 2.851 1.025 3.668
H 1.673 6.212 2.743
H 3.109 5.322 2.153
H 1.544 5.076 1.337
H 1.867 5.635 4.692
H 0.599 4.449 5.049
H 2.317 4.019 5.269
H 1.796 2.822 1.707
H -0.104 2.316 4.793
H 0.108 0.410 6.358
H 3.942 -0.572 4.620
H 3.606 1.209 2.899


27
Properties=species:S:1:pos:R:3 method="wB97M-V/def2-TZVPD" spin_multiplicity=1 e_homo_ev=-8.13 de_lowest_ev=5.687 homo_lumo_gap_ev=8.99 e_lumo_ev=0.85 smiles="CC1=NCON1.C=CC(C)C" charge=0 energy_ha=-498.97693
C -1.897 1.248 -1.244
C -1.748 0.570 0.132
N -1.691 -0.679 0.410
C -2.000 -0.867 1.759
O -1.899 0.586 2.418
N -1.907 1.370 1.230
H -1.352 0.551 -1.983
H -1.454 2.178 -1.144
H -2.871 1.348 -1.449
H -2.955 -1.284 1.957
H -1.006 -1.370 2.404
H -1.783 2.293 1.279
C 1.313 -0.251 1.654
C 0.849 0.325 0.526
C 1.157 -0.119 -0.899
C 2.713 -0.068 -0.996
C 0.721 -1.558 -1.461
H 2.133 -0.993 1.701
H 1.248 0.372 2.493
H 0.264 1.198 0.602
H 0.806 0.697 -1.699
H 3.120 -0.925 -0.580
H 3.069 -0.037 -2.055
H 3.095 0.755 -0.462
H 1.333 -1.679 -2.327
H -0.343 -1.464 -1.575
H 1.086 -2.197 -0.692


19
Properties=species:S:1:pos:R:3 method="wB97M-V/def2-TZVPD" spin_multiplicity=1 e_homo_ev=-8.60 de_lowest_ev=2.197 homo_lumo_gap_ev=9.17 e_lumo_ev=0.57 smiles="C=C/C=C/C.O.O" charge=0 energy_ha=-348.12408
C -0.698 3.124 -0.286
C -0.426 1.927 -0.792
C -0.066 0.777 0.026
C 0.445 0.792 1.255
C 0.577 -0.364 2.191
H -1.203 3.947 -0.762
H -0.603 3.185 0.794
H -0.662 1.755 -1.840
H -0.340 -0.195 -0.383
H 0.877 1.727 1.595
H -0.345 -0.826 2.519
H 1.191 -0.086 3.052
H 1.155 -1.149 1.709
O -2.079 -1.862 -1.554
H -2.876 -1.841 -2.099
H -2.172 -2.491 -0.836
O 2.299 -2.753 -0.568
H 1.384 -2.443 -0.588
H 2.667 -2.214 0.142


28
Properties=species:S:1:pos:R:3 method="wB97M-V/def2-TZVPD" spin_multiplicity=3 e_homo_ev="-7.89 / -8.00" de_lowest_ev=0.000 homo_lumo_gap_ev="7.14 / 6.83" e_lumo_ev="-0.75 / -1.18" charge=0 energy_ha=-3580.46516
V 0.543 -0.599 0.148
Cl 2.923 5.669 -0.201
C 2.809 3.956 -0.054
C 3.947 3.186 0.167
Cl 5.487 3.949 0.297
C 3.858 1.795 0.284
Cl 5.248 0.816 0.548
C 2.620 1.175 0.180
O 2.404 -0.134 0.248
C 1.481 1.964 -0.031
O 0.331 1.256 -0.101
C 1.561 3.335 -0.156
Cl 0.115 4.229 -0.436
C -3.767 -1.529 -0.544
C -2.305 -1.485 -0.276
N -1.543 -0.476 -0.506
O -2.132 0.656 -0.979
C -1.554 -2.623 0.338
C -2.054 -4.013 0.513
N -0.393 -2.172 0.619
O 0.803 -2.538 0.938
H -4.042 -0.807 -1.308
H -4.315 -1.286 0.369
H -4.067 -2.529 -0.855
H -1.414 1.315 -0.873
H -2.955 -4.030 1.127
H -1.289 -4.618 0.993
H -2.300 -4.461 -0.452


11
Properties=species:S:1:pos:R:3 method="wB97M-V/def2-TZVPD" spin_multiplicity=1 e_homo_ev=-9.10 de_lowest_ev=3.143 homo_lumo_gap_ev=9.98 e_lumo_ev=0.87 smiles="C=C=N.C=N" charge=0 energy_ha=-227.30933
C -1.416 -1.223 0.485
C -2.221 -0.299 0.133
N -2.952 0.668 -0.131
H -1.521 -2.174 -0.038
H -0.752 -0.953 1.310
H -2.759 1.412 -0.745
C 1.992 0.608 -0.397
N 2.708 0.110 0.547
H 2.154 1.286 -1.262
H 0.978 0.474 -0.317
H 3.790 0.091 0.415